Here is a structure of composition C30H46N2O4Pt at a distorted geometry from OMol25. Energies are from the ωB97M-V functional and the def2-TZVPD basis.

Geometry as XYZ:
```
83
Properties=species:S:1:pos:R:3:forces:R:3
Pt 0.02580 -0.28529 0.52072 -0.0875 0.2061 0.7138
C 0.44814 -0.99680 2.48711 -0.3143 -0.0709 -0.3757
C 1.25497 0.16660 2.25858 0.3956 -0.0491 0.4082
C 2.31228 -0.28242 1.36095 -0.9974 0.6122 -0.8650
C 2.14346 -1.70658 1.16232 -0.0648 -0.5593 0.4095
C 1.02457 -2.15475 1.82502 0.7647 -0.2813 0.1848
C 0.50581 -3.56708 1.88803 -0.0105 -0.0505 0.1474
C 0.31384 -3.95918 3.36009 -0.0164 -0.0194 -0.0423
C 1.49800 -4.53454 1.24258 -0.0476 0.0158 -0.0066
C -0.83383 -3.67146 1.15571 0.0007 0.0219 -0.0107
C 3.42802 0.45875 0.61144 0.0697 -0.0925 0.0716
C 2.85641 1.14750 -0.63247 0.0277 0.1040 0.0098
C 4.17562 1.49280 1.45626 0.0770 -0.0529 0.0519
C 4.48943 -0.55365 0.14140 -0.0301 0.0483 -0.0320
C 1.00001 1.46940 3.02118 0.0030 -0.0171 0.0378
C -0.33707 1.36357 3.77575 0.0509 0.0178 -0.0475
C 2.07669 1.69062 4.09379 -0.0805 -0.0073 0.0329
C 0.88966 2.68272 2.09260 -0.0375 0.0496 -0.0004
H -0.37246 -1.05242 3.18166 -0.0483 0.0134 0.0152
H 2.77524 -2.31444 0.54282 0.0314 -0.0100 -0.0832
H 1.25147 -3.88371 3.91087 0.0578 0.0091 0.0132
H -0.04227 -4.98769 3.43287 -0.0196 -0.0443 -0.0032
H -0.41939 -3.31853 3.84927 -0.0386 0.0351 0.0200
H 2.47581 -4.48067 1.71951 0.0585 0.0132 0.0517
H 1.62335 -4.32387 0.18093 0.0011 0.0265 -0.0709
H 1.13099 -5.55671 1.33738 -0.0280 -0.0427 0.0018
H -1.58505 -3.01486 1.59381 -0.0399 0.0642 0.0272
H -1.20122 -4.69757 1.19113 -0.0557 -0.0701 0.0200
H -0.70988 -3.38373 0.11220 0.0326 -0.0336 -0.0480
H 2.03868 1.82110 -0.38723 -0.0215 0.0548 0.0286
H 2.47547 0.40816 -1.33571 -0.0437 -0.0639 -0.0434
H 3.64219 1.72038 -1.12729 0.0658 0.0201 -0.0694
H 3.55820 2.33050 1.75332 -0.0398 0.0394 0.0075
H 4.99864 1.89374 0.86340 0.0216 0.0145 -0.0123
H 4.60287 1.04387 2.35299 0.0228 -0.0484 0.0455
H 4.12151 -1.17618 -0.67297 -0.0316 -0.0490 -0.0105
H 4.82022 -1.20285 0.95210 0.0347 0.0026 0.0554
H 5.35885 -0.01269 -0.23174 0.0102 0.0237 -0.0425
H -0.29802 0.60737 4.55928 0.0192 -0.0314 0.0425
H -1.16389 1.12329 3.10907 -0.0517 -0.0190 -0.0558
H -0.54955 2.31981 4.25438 -0.0054 0.0295 0.0074
H 2.15818 0.81294 4.73550 -0.0090 -0.0601 0.0375
H 1.79767 2.53698 4.72277 -0.0104 0.0607 0.0300
H 3.05561 1.89437 3.67948 0.0760 0.0011 -0.0458
H 0.20562 2.48152 1.26714 -0.0012 -0.0052 0.0152
H 1.83641 2.97937 1.65517 0.0807 -0.0048 -0.0446
H 0.51197 3.53667 2.65639 0.0048 0.0777 0.0331
O 0.85658 -1.10359 -4.11949 0.0107 -0.0767 -0.0639
C 0.36861 0.10376 -4.45311 -0.0880 -0.0526 -0.0091
C 0.47155 0.51786 -5.78261 -0.0012 -0.0546 0.1178
C -0.05210 1.73221 -6.16845 -0.0571 0.1089 -0.0467
C -0.67964 2.56914 -5.24721 -0.0274 0.0022 0.0240
C -0.74989 2.17660 -3.92536 0.1517 -0.0340 -0.0199
C -0.23004 0.94987 -3.51029 -0.0967 0.1760 -0.0350
C -0.27713 0.57561 -2.07305 -0.1258 0.0399 0.0439
O -0.39622 1.44251 -1.18314 0.0248 -0.0553 -0.3162
O -0.17352 -0.66559 -1.77758 0.2537 0.1262 -0.1048
H 0.57317 -1.26735 -3.18963 0.0396 0.0162 0.0270
H 0.95623 -0.13713 -6.49084 0.0296 -0.0632 -0.0448
H 0.02293 2.03534 -7.20476 0.0075 0.0101 -0.0240
H -1.09349 3.51778 -5.55944 0.0030 0.0198 -0.0174
H -1.19415 2.81538 -3.17357 0.0199 0.0404 0.0295
C -2.76106 2.25440 0.84719 0.0414 0.0757 0.1693
N -3.26168 1.44766 -0.24003 -0.2011 -0.2892 0.2509
C -4.27722 2.02126 -1.09819 -0.0954 0.0598 -0.1699
C -4.20844 1.37158 -2.46666 -0.0395 -0.0045 0.0317
C -4.35220 -0.12436 -2.27001 -0.1281 0.1060 -0.1223
N -3.33188 -0.59463 -1.35470 -0.0490 -0.0169 0.2372
C -2.92085 -1.97593 -1.46598 -0.0179 -0.1995 0.0547
C -2.93138 0.13349 -0.28335 0.1433 0.3508 -0.4786
O -2.23038 -0.37979 0.62131 0.3844 -0.1759 -0.0010
H -2.62310 3.27431 0.48760 0.0117 -0.0148 0.0003
H -1.79910 1.86626 1.16679 -0.0642 0.0238 -0.0189
H -3.44513 2.26933 1.70267 0.0087 -0.0074 -0.0084
H -4.10211 3.09717 -1.15453 0.0377 -0.0539 -0.0448
H -5.27661 1.87780 -0.66134 0.0585 0.0522 -0.0251
H -3.24218 1.58800 -2.92671 -0.0402 -0.0072 -0.0198
H -4.99582 1.75367 -3.11591 -0.0266 -0.0110 0.0135
H -4.23784 -0.66837 -3.20869 0.0495 0.0687 0.0061
H -5.35390 -0.35772 -1.87969 0.0600 -0.0198 -0.0542
H -2.78369 -2.21282 -2.52117 0.0120 0.0078 0.0085
H -3.66309 -2.65921 -1.04233 -0.0164 -0.0078 0.0196
H -1.97428 -2.10886 -0.95731 -0.0486 -0.0186 -0.0187
```
Forces are in eV/Å.

For the frontier orbital gap (spin up / spin down), the calculation gives 6.7 / 6.7 eV. As for the charge: 0. For the energy above the lowest of the compared OMol25 structures with the same formula, charge and spin, the calculation gives 88.2 kJ/mol. The LUMO energy (spin up / spin down) comes out at 0.06 / -0.03 eV.

Löwdin atomic charge list, values in e, 5 entries: Pt 1.1768; C -0.1387; C -0.2451; C -0.1199; C -0.0371

---

Here is a structure of composition C30H47AuN4O4SSb from OMol25. Energies are from the ωB97M-V functional and the def2-TZVPD basis.

Geometry as XYZ:
```
88
Properties=species:S:1:pos:R:3:forces:R:3
Au 1.88983 0.76148 -0.33746 -0.4068 0.2283 0.3633
O 1.86275 0.85919 1.81998 0.0017 0.1046 0.0204
N 2.97542 1.44255 2.26991 0.0338 -0.1753 -0.1289
C 2.85621 2.20884 3.37034 0.0311 0.0535 0.0729
C 3.95084 2.80307 3.93501 -0.0397 -0.0165 -0.0180
C 5.19505 2.61373 3.33191 0.0191 0.0714 0.0785
C 5.28991 1.84776 2.19912 -0.0063 -0.1070 -0.1298
C 4.15869 1.23663 1.63791 -0.0038 0.0309 0.0495
S 4.22023 0.25766 0.21574 -0.1499 0.0540 -0.0459
H 1.84692 2.29173 3.74255 -0.0066 -0.0042 -0.0227
H 3.82827 3.40838 4.82033 0.0041 0.0027 -0.0060
H 6.07905 3.08067 3.74494 -0.0020 -0.0105 0.0009
H 6.23479 1.69986 1.69637 -0.0063 -0.0105 0.0049
C 1.49885 0.87985 -5.21147 -0.0159 -0.0207 -0.1210
C 1.18478 -0.28035 -4.52504 -0.0082 -0.0673 0.1377
C 1.37462 -0.31347 -3.15388 -0.0298 -0.0199 -0.1727
N 1.84597 0.73844 -2.48657 0.0022 -0.1089 -0.0289
C 2.15464 1.85804 -3.14148 0.0101 0.0933 -0.1019
C 1.99626 1.96593 -4.51245 0.0399 0.0543 0.1564
H 1.35684 0.93734 -6.28286 -0.0008 -0.0001 0.0066
H 0.79218 -1.15110 -5.03096 0.0020 0.0054 -0.0043
H 1.14250 -1.18846 -2.56054 0.0002 0.0230 -0.0071
H 2.52427 2.67794 -2.53696 -0.0122 -0.0103 -0.0100
H 2.25149 2.89095 -5.00922 0.0025 -0.0024 -0.0026
C -0.98197 -3.36512 -2.22076 -0.0582 -0.0293 -0.1045
C -1.70517 -3.10849 -0.90131 -0.0769 0.0928 0.0609
C -2.88650 -2.17032 -1.16484 -0.0366 -0.0214 -0.1168
C -2.23291 -4.43730 -0.36913 0.0029 -0.0346 -0.0617
Sb -0.30653 -1.93961 0.34746 0.3776 -0.0211 0.0042
C -1.34739 -1.71943 2.27888 -0.0044 -0.0114 -0.1224
C -2.32110 -0.56054 2.04404 0.0446 0.0269 0.0733
C -0.33239 -1.27758 3.33365 0.0150 0.0517 0.0489
C -2.10744 -2.94237 2.78378 -0.0260 0.0712 0.0507
C 1.36099 -3.35805 0.68017 -0.2257 -0.0626 0.1029
C 2.18002 -2.86837 1.87439 0.0953 0.0118 -0.0301
C 2.22206 -3.23341 -0.57500 0.1623 -0.0353 -0.0237
C 0.98242 -4.82082 0.89106 0.0931 -0.0198 -0.0234
H -1.68106 -3.81866 -2.93501 0.0076 0.0067 0.0112
H -0.14261 -4.05256 -2.10658 -0.0384 -0.0143 -0.0105
H -0.61793 -2.43858 -2.67117 -0.0038 0.0073 0.0033
H -3.51382 -2.58917 -1.96262 -0.0015 -0.0112 0.0193
H -2.57064 -1.16932 -1.46704 0.0007 -0.0605 -0.0068
H -3.51729 -2.06592 -0.28135 -0.0240 -0.0351 0.0164
H -2.88016 -4.89111 -1.13232 0.0160 0.0280 0.0078
H -2.83778 -4.31136 0.52330 -0.0249 0.0111 0.0958
H -1.44447 -5.15463 -0.14771 -0.0387 0.0356 -0.0038
H -1.79129 0.35666 1.77545 0.0247 -0.1104 0.0251
H -2.88472 -0.37067 2.96636 0.0086 0.0272 -0.0073
H -3.03724 -0.76212 1.24830 -0.0278 0.0002 0.0037
H 0.40522 -0.56807 2.94940 -0.0697 -0.0187 0.0129
H 0.19903 -2.12567 3.76267 0.0155 -0.0126 -0.0058
H -0.87352 -0.78581 4.15218 0.0081 -0.0277 0.0126
H -3.02286 -3.10619 2.21750 -0.0268 -0.0466 -0.0635
H -2.40459 -2.77786 3.82767 -0.0076 0.0153 -0.0209
H -1.51408 -3.85760 2.75398 0.0261 0.0087 0.0017
H 2.34085 -1.78504 1.86576 -0.0252 -0.0849 -0.0200
H 3.16856 -3.34498 1.84892 -0.0089 0.0053 0.0068
H 1.71272 -3.14319 2.81897 -0.0057 0.0100 0.0039
H 2.60463 -2.21674 -0.69449 -0.0039 0.0236 -0.0026
H 1.68875 -3.51278 -1.48582 0.0383 0.0103 0.0318
H 3.09227 -3.89683 -0.48920 -0.0048 0.0131 -0.0010
H 0.27846 -4.95542 1.71384 -0.0285 0.0066 -0.0065
H 1.88115 -5.40363 1.13306 0.0099 0.0271 -0.0040
H 0.55230 -5.26427 -0.00840 0.0094 0.0205 0.0265
C -3.18127 2.94963 1.53559 0.0633 0.0153 -0.0320
C -3.42701 2.89378 0.03004 -0.0046 -0.0454 0.0754
C -2.18075 3.20938 -0.81118 0.1033 -0.0558 -0.0019
C -2.58122 3.37227 -2.29277 -0.0241 -0.0696 -0.0127
C -1.41018 3.64459 -3.23029 0.0097 -0.0139 0.0282
C -1.59914 4.52364 -0.34652 0.0321 0.1445 0.0878
O -2.24128 5.55386 -0.31456 0.0569 -0.1209 -0.0238
N -0.28448 4.49702 0.03899 -0.1169 -0.0732 -0.0591
C 0.58549 3.40407 -0.03690 0.0157 0.1346 0.0454
O 1.76431 3.60155 0.22857 0.0575 -0.0316 0.0038
N 0.10089 2.18782 -0.40013 -0.0650 0.0635 0.0163
C -1.21376 2.01308 -0.73374 0.3050 -0.0445 -0.1697
O -1.64751 0.91867 -1.05741 0.0348 -0.0016 -0.0087
H -4.02071 2.51566 2.07884 -0.0085 0.0176 0.0097
H -3.05272 3.97747 1.87920 0.0097 -0.0070 -0.0109
H -2.28693 2.38424 1.81372 -0.0589 0.0599 -0.0140
H -4.21221 3.59640 -0.25254 -0.0037 0.0147 0.0332
H -3.74575 1.89245 -0.25801 -0.0451 -0.0155 -0.0503
H -3.30664 4.18535 -2.34506 0.0109 0.0145 0.0007
H -3.08144 2.44737 -2.58412 -0.0295 0.0129 -0.0041
H -0.87846 4.55923 -2.95612 0.0004 -0.0017 0.0087
H -1.76257 3.76740 -4.25487 0.0001 -0.0080 -0.0031
H -0.69471 2.81810 -3.22088 -0.0181 0.0106 0.0045
H 0.13377 5.37318 0.31689 0.0289 -0.0209 0.0008
```
Forces are in eV/Å.

For the frontier orbital gap (spin up / spin down), the calculation gives 7.5 / 6.6 eV. Its multiplicity is 2. As for the charge: 0. For the energy above the lowest of the compared OMol25 structures with the same formula, charge and spin, the calculation gives 38.9 kJ/mol. The LUMO energy (spin up / spin down) comes out at 0.08 / -0.77 eV.

Löwdin atomic charge list, values in e, 5 entries: Au 0.8519; O -0.2916; N -0.1999; C -0.0140; C -0.0496

---

- The highest energy above the lowest of the compared OMol25 structures with the same formula, charge and spin belongs to which entry?
  C30H46N2O4Pt

---

- The highest energy above the lowest of the compared OMol25 structures with the same formula, charge and spin belongs to which entry?
  C30H46N2O4Pt